No. 1
{"formula": "C53H63Br2ClN5O2PbSSi2Te", "method": "the ωB97M-V functional and the def2-TZVPD basis", "elements": ["Pb", "C", "C", "C", "C", "C", "C", "C", "Br", "C", "O", "C", "C", "C", "C", "C", "C", "H", "H", "H", "H", "H", "H", "H", "H", "H", "H", "H", "H", "H", "H", "H", "H", "H", "H", "H", "H", "O", "N", "C", "C", "C", "C", "C", "S", "H", "H", "H", "H", "Br", "C", "C", "C", "C", "C", "C", "N", "C", "C", "C", "C", "C", "C", "N", "H", "H", "H", "H", "H", "H", "H", "H", "H", "Cl", "C", "C", "C", "C", "N", "C", "H", "H", "H", "H", "C", "Si", "C", "C", "C", "Te", "C", "Si", "C", "C", "C", "H", "H", "H", "H", "H", "H", "H", "H", "H", "H", "H", "H", "H", "H", "H", "H", "H", "H", "H", "H", "H", "H", "N", "C", "C", "C", "C", "C", "C", "C", "C", "C", "H", "H", "H", "H"], "coordinates": [[0.23898, 0.11263, 1.18120], [-5.77719, 5.89120, 2.50731], [-4.84419, 5.13509, 3.45539], [-5.68976, 4.58905, 4.61465], [-3.82141, 6.13561, 4.01661], [-4.11086, 3.99495, 2.75101], [-3.27083, 3.14796, 3.47368], [-2.59541, 2.13080, 2.83971], [-1.51302, 0.98887, 3.92082], [-2.65583, 1.86838, 1.43929], [-1.99559, 0.92011, 0.86957], [-3.51704, 2.74232, 0.71383], [-4.20681, 3.74952, 1.38671], [-3.72908, 2.66073, -0.81370], [-3.35434, 4.01832, -1.43575], [-2.90188, 1.59574, -1.55093], [-5.20932, 2.36301, -1.10072], [-6.29950, 6.67814, 3.05919], [-6.52692, 5.22624, 2.07087], [-5.22195, 6.36340, 1.69312], [-6.22594, 5.40241, 5.11583], [-5.06919, 4.08401, 5.35704], [-6.42081, 3.86603, 4.24448], [-4.32677, 6.97324, 4.51086], [-3.19715, 6.52986, 3.21163], [-3.16070, 5.65562, 4.74146], [-3.12879, 3.27611, 4.54080], [-4.85081, 4.39038, 0.79631], [-2.32577, 4.27754, -1.16903], [-4.00371, 4.82588, -1.08941], [-3.43052, 3.96698, -2.52759], [-1.83202, 1.70357, -1.37647], [-3.10199, 1.69592, -2.62542], [-3.16871, 0.58499, -1.24042], [-5.86981, 3.12050, -0.67114], [-5.48546, 1.39386, -0.67679], [-5.38431, 2.32858, -2.18210], [2.66390, 1.28611, 1.44634], [2.92063, 2.27258, 0.61862], [4.15349, 2.32038, 0.06108], [4.51824, 3.28785, -0.83580], [3.58040, 4.27109, -1.16530], [2.34261, 4.23321, -0.57634], [1.96106, 3.22369, 0.33878], [0.41466, 3.12860, 1.04402], [4.80371, 1.52110, 0.38507], [5.50937, 3.26539, -1.26707], [3.82025, 5.04587, -1.88359], [1.59071, 4.97717, -0.80257], [6.94930, -2.56419, 4.56301], [5.10707, -2.47146, 4.05651], [4.35518, -3.63024, 4.00046], [3.01761, -3.56362, 3.62907], [2.40542, -2.33679, 3.29084], [3.21382, -1.18130, 3.35674], [4.54113, -1.24277, 3.73788], [1.11529, -2.19890, 2.84918], [0.19724, -3.10397, 3.18323], [-1.13061, -3.06886, 2.70762], [-2.09879, -3.99326, 3.20339], [-3.39718, -3.91766, 2.78689], [-3.76446, -2.91008, 1.86600], [-2.76998, -2.05659, 1.42122], [-1.48866, -2.12043, 1.79206], [4.81130, -4.58362, 4.23521], [2.44421, -4.48043, 3.56588], [2.76889, -0.23154, 3.07258], [5.13733, -0.34058, 3.78149], [0.41647, -3.89158, 3.91095], [-1.78558, -4.73977, 3.92542], [-4.13638, -4.61327, 3.17025], [-4.78492, -2.78628, 1.52759], [-3.00633, -1.25162, 0.73059], [-1.81426, -1.12441, -5.78766], [-2.05094, -1.85965, -4.22553], [-3.31188, -2.24780, -3.82079], [-3.44725, -2.81049, -2.56579], [-2.31125, -2.97401, -1.78193], [-1.09746, -2.61711, -2.19274], [-0.96533, -2.05286, -3.38488], [-4.16325, -2.09843, -4.47225], [-4.41734, -3.11022, -2.19065], [-2.38066, -3.38231, -0.78018], [0.03405, -1.73125, -3.66381], [2.14880, -7.39733, -0.28531], [1.21775, -5.81474, -0.67104], [1.14550, -5.64924, -2.53120], [-0.51739, -5.96947, -0.00119], [2.09425, -4.39416, 0.13273], [1.60505, -2.41639, -0.59450], [3.56036, -1.73834, 0.00084], [4.78938, -1.84713, -1.36731], [6.51076, -1.40842, -0.76648], [4.31941, -0.68236, -2.74893], [4.89184, -3.56887, -2.10038], [1.65133, -8.27091, -0.72018], [2.22617, -7.55434, 0.79570], [3.16583, -7.34886, -0.68847], [0.48304, -6.40182, -2.97176], [2.13899, -5.76392, -2.97750], [0.77073, -4.65767, -2.80302], [-0.96376, -6.93503, -0.25986], [-1.15598, -5.18094, -0.40963], [-0.52902, -5.85955, 1.08829], [3.17606, -4.49499, 0.01548], [1.86982, -4.37716, 1.20348], [3.84054, -2.32184, 0.88461], [3.43824, -0.69909, 0.33880], [6.55032, -0.38446, -0.38037], [7.23667, -1.48952, -1.58289], [6.82587, -2.07888, 0.03919], [4.34296, 0.36148, -2.41729], [3.29619, -0.90346, -3.07025], [4.99031, -0.79358, -3.60728], [5.28901, -4.29786, -1.38568], [5.54174, -3.56887, -2.98126], [3.89538, -3.90250, -2.40764], [1.80815, 6.45375, -6.51532], [1.64568, 5.57581, -5.78857], [1.44585, 4.47039, -4.87894], [0.43896, 4.52474, -3.91302], [0.25909, 3.46914, -3.04211], [1.08208, 2.33349, -3.10984], [2.08171, 2.28911, -4.08793], [2.26337, 3.34542, -4.96124], [0.90267, 1.28323, -2.15751], [0.67492, 0.50146, -1.24495], [-0.19378, 5.40142, -3.84860], [-0.50267, 3.50606, -2.27440], [2.72139, 1.41732, -4.14617], [3.03999, 3.30568, -5.71408]], "total_charge": -2, "e_homo_ev": [-0.724, -2.464], "e_above_lowest_kj_mol": 0.0, "molar_mass_g_mol": 1420.42, "homo_lumo_gap_ev": [4.4, 6.1], "spin_multiplicity": 2}


No. 2
{"formula": "C4H11N3O2", "method": "the ωB97M-V functional and the def2-TZVPD basis", "elements": ["C", "C", "N", "N", "N", "H", "H", "H", "H", "H", "H", "H", "H", "C", "C", "O", "O", "H", "H", "H"], "coordinates": [[-2.00516, 1.19147, 0.63139], [0.32028, 1.85985, 0.64346], [0.72018, 0.74342, 0.19058], [-1.01459, 2.33386, 0.75457], [1.23033, 2.75922, 1.21904], [0.04100, -0.95340, -1.09358], [1.66442, 0.44670, 0.04567], [-1.27397, 2.86932, -0.07399], [0.86451, 3.26315, 2.02154], [2.21322, 2.58406, 1.29543], [-3.00253, 1.44021, 0.91117], [-1.74542, 0.44950, 1.38864], [-1.97401, 0.65744, -0.33982], [1.15186, -2.79931, -1.37537], [-0.34494, -2.81314, -0.62625], [-0.68973, -1.52998, -0.87741], [-0.75672, -3.78973, -0.13131], [1.36836, -3.82000, -1.66222], [1.99902, -2.72203, -0.67841], [1.23389, -2.17060, -2.24314]], "total_charge": 1, "e_homo_ev": [-13.060, -12.979], "e_above_lowest_kj_mol": 388.2, "molar_mass_g_mol": 133.15, "homo_lumo_gap_ev": [9.0, 3.9], "spin_multiplicity": 2}


No. 3
{"formula": "C32H79Br2O20P5", "method": "the ωB97M-V functional and the def2-TZVPD basis", "elements": ["C", "C", "O", "P", "O", "O", "C", "C", "O", "C", "C", "H", "H", "H", "H", "H", "H", "H", "H", "H", "H", "H", "H", "H", "H", "H", "C", "C", "O", "P", "O", "O", "C", "C", "O", "C", "C", "H", "H", "H", "H", "H", "H", "H", "H", "H", "H", "H", "H", "H", "H", "H", "C", "C", "O", "P", "O", "O", "C", "C", "O", "C", "C", "H", "H", "H", "H", "H", "H", "H", "H", "H", "H", "H", "H", "H", "H", "H", "C", "C", "O", "P", "O", "O", "C", "C", "O", "C", "C", "H", "H", "H", "H", "H", "H", "H", "H", "H", "H", "H", "H", "H", "H", "H", "C", "C", "O", "P", "O", "O", "C", "C", "O", "C", "C", "H", "H", "H", "H", "H", "H", "H", "H", "H", "H", "H", "H", "H", "H", "H", "Br", "C", "C", "Br", "H", "H", "H", "H"], "coordinates": [[-11.94460, -20.19684, 14.84717], [-11.52358, -19.76424, 13.45657], [-12.30179, -18.70141, 12.89486], [-13.09123, -18.91077, 11.53676], [-14.14075, -17.92228, 11.36192], [-13.67627, -20.39611, 11.38352], [-14.86071, -20.71923, 12.23610], [-15.97692, -20.97589, 11.29058], [-11.89872, -18.95094, 10.50637], [-11.08615, -17.74329, 10.15457], [-9.64340, -18.02543, 10.28211], [-12.87860, -20.73031, 14.70266], [-11.22741, -20.85578, 15.31944], [-12.14375, -19.35649, 15.52183], [-10.54636, -19.33268, 13.45566], [-11.39433, -20.59645, 12.80722], [-14.60642, -21.64639, 12.79025], [-15.05319, -19.92483, 12.96752], [-15.69547, -21.84179, 10.70259], [-16.90608, -21.21058, 11.84529], [-16.23506, -20.07549, 10.75028], [-11.32239, -17.50416, 9.11815], [-11.34660, -16.94733, 10.84859], [-9.20928, -18.91297, 9.73139], [-9.04496, -17.13704, 10.04816], [-9.45665, -18.16943, 11.34148], [-15.43075, -30.70913, 14.93997], [-16.52625, -30.01875, 15.72468], [-16.36707, -28.58228, 15.77646], [-16.81935, -27.64672, 14.57300], [-17.12694, -28.38426, 13.36515], [-17.96128, -26.64058, 15.06048], [-19.09773, -27.35611, 15.73131], [-19.72276, -26.29690, 16.56337], [-15.62281, -26.62319, 14.50431], [-15.39453, -25.58084, 13.51634], [-15.36111, -26.07247, 12.12360], [-15.41163, -30.39633, 13.90399], [-14.51861, -30.41417, 15.42226], [-15.52172, -31.81616, 14.89701], [-17.56473, -30.16448, 15.40292], [-16.58574, -30.25738, 16.78654], [-19.66155, -27.63339, 14.81898], [-18.77593, -28.19252, 16.28850], [-20.62387, -26.54045, 17.12819], [-18.97850, -25.90836, 17.26935], [-20.09846, -25.48150, 15.96161], [-16.20479, -24.77574, 13.63447], [-14.47300, -25.18090, 13.92943], [-14.73690, -26.93988, 11.93064], [-16.31332, -26.38772, 11.73581], [-15.00409, -25.25374, 11.54076], [-14.55686, -17.35188, 4.51956], [-13.30965, -17.77291, 3.78431], [-12.92380, -19.05165, 4.41065], [-11.96834, -18.97018, 5.72761], [-12.23441, -17.88779, 6.59579], [-12.12919, -20.42820, 6.42360], [-13.22106, -20.78981, 7.34855], [-14.00546, -21.97377, 6.79228], [-10.59434, -19.11507, 5.07792], [-9.44355, -18.85113, 5.86571], [-8.29283, -19.55909, 5.17196], [-14.40814, -17.13707, 5.58985], [-15.00586, -16.42325, 4.12893], [-15.31060, -18.15051, 4.34330], [-13.44423, -18.14429, 2.80275], [-12.40745, -17.15116, 3.79364], [-12.83751, -20.85083, 8.37821], [-13.87938, -19.92307, 7.33359], [-14.69884, -21.60808, 6.02275], [-13.46151, -22.77928, 6.22880], [-14.58235, -22.36865, 7.59438], [-9.29900, -17.76730, 5.84460], [-9.57204, -19.16664, 6.87948], [-8.44431, -19.43818, 4.08993], [-7.29467, -19.17731, 5.28216], [-8.29343, -20.63407, 5.44520], [-10.71230, -25.21543, 19.17764], [-10.50075, -23.79699, 19.64307], [-10.56157, -22.90430, 18.41955], [-9.68467, -21.69921, 18.11688], [-8.50088, -21.47005, 18.99567], [-9.37360, -21.99798, 16.57220], [-8.27804, -21.28134, 16.02164], [-8.24854, -21.53524, 14.58448], [-10.68480, -20.44369, 18.05604], [-10.68968, -19.68455, 19.26536], [-11.55062, -18.51513, 19.04034], [-10.63876, -25.78514, 20.15411], [-11.64892, -25.49278, 18.77126], [-9.92814, -25.61297, 18.50142], [-11.19040, -23.38665, 20.38112], [-9.57804, -23.54645, 20.12057], [-8.38952, -20.20733, 16.31493], [-7.36763, -21.62131, 16.51811], [-7.59024, -20.82250, 14.10181], [-7.79512, -22.53887, 14.53418], [-9.20180, -21.66456, 14.01862], [-11.13862, -20.28917, 20.08719], [-9.65709, -19.48277, 19.52729], [-12.54482, -18.79122, 18.77771], [-11.58749, -17.88539, 19.94448], [-11.22905, -17.82384, 18.19851], [-10.37531, -23.30063, 5.48822], [-9.78370, -24.40076, 6.36460], [-10.50241, -24.51103, 7.55260], [-10.48140, -25.87199, 8.39331], [-10.52049, -27.10777, 7.55892], [-11.54472, -25.66120, 9.49611], [-12.61352, -26.59984, 9.67021], [-12.36115, -27.46992, 10.78370], [-9.16335, -25.61705, 9.19363], [-8.78894, -26.60383, 10.12474], [-7.63668, -26.00400, 10.94535], [-9.69650, -23.21068, 4.55376], [-11.32696, -23.64997, 5.08872], [-10.57480, -22.33059, 6.00818], [-9.71929, -25.33778, 5.78372], [-8.77686, -24.07228, 6.62053], [-13.48527, -26.03603, 9.85172], [-12.86194, -27.12463, 8.75423], [-11.40790, -28.00746, 10.72305], [-12.43786, -26.91582, 11.69999], [-13.08464, -28.23699, 10.75662], [-9.60475, -26.82653, 10.82200], [-8.51121, -27.57218, 9.73557], [-6.83229, -25.82276, 10.28372], [-7.89413, -25.13476, 11.50791], [-7.13843, -26.61679, 11.63961], [-9.05740, -21.56050, 8.68339], [-9.81427, -22.51308, 10.27230], [-11.35853, -22.48433, 10.07647], [-12.21110, -23.36906, 11.53625], [-9.58100, -21.89253, 11.17303], [-9.29521, -23.47487, 10.34177], [-11.61044, -22.94333, 9.12217], [-11.75025, -21.46970, 10.19237]], "smiles": "CCOP(=O)(OCC)OCC.CCOP(=O)(OCC)OCC.CCOP(=O)(OCC)OCC.CCOP(=O)(OCC)OCC.CCOP(=O)(OCC)OCC.BrCCBr", "e_homo_ev": -10.046, "molar_mass_g_mol": 1098.64, "homo_lumo_gap_ev": 10.4}